[1]
A single C4H5NO molecule, computed with the ωB97M-V functional and the def2-TZVPD basis.

```
! RIJCOSX wB97M-V def2-TZVPD def2/J DEFGRID3
* xyz 0 1
N -2.564 -0.856 0.474
C -1.734 -0.052 0.533
C -0.555 0.821 0.557
C 0.620 -0.117 0.347
C 0.941 -0.560 -1.005
O 1.772 0.363 -0.303
H -0.491 1.366 1.505
H -0.612 1.556 -0.254
H 0.804 -0.796 1.180
H 1.340 -1.560 -1.156
H 0.400 -0.130 -1.849
*
```

The value obtained for the HOMO energy is -0.4027 Ha. The calculation puts the HOMO-LUMO gap at 0.43514 hartree.

=====

[2]
A molecular structure, C4H6NiO3, computed with the ωB97M-V functional and the def2-TZVPD basis.

```
! RIJCOSX wB97M-V def2-TZVPD def2/J DEFGRID3
* xyz -1 4
O -0.934 0.778 -1.173
C -1.736 0.161 -0.257
O -2.796 0.733 -0.004
C 0.307 0.040 -1.495
H 0.292 -0.051 -2.596
C 1.488 0.919 -1.118
H 1.397 1.960 -1.486
H 1.638 0.980 -0.027
H 2.413 0.497 -1.544
Ni -0.295 -1.621 -0.340
O 0.025 -0.711 1.468
C -0.362 -1.219 2.537
H -1.322 -1.769 2.557
H -0.115 -0.697 3.478
*
```

Its expectation value of S² is 3.77. The value obtained for the HOMO energy (alpha / beta) is -0.0502 / -0.1365 Ha. The calculation puts the HOMO-LUMO gap (alpha / beta) at 0.15513 / 0.24301 hartree.

=====

[3]
2 unconnected molecules or ions with the total composition C3H5ClO2, computed with the ωB97M-V functional and the def2-TZVPD basis.

```
! RIJCOSX wB97M-V def2-TZVPD def2/J DEFGRID3
* xyz 0 1
C 0.320 1.184 -1.274
C -0.941 -0.794 1.163
C 0.170 -0.959 0.209
O -0.727 1.039 -1.822
O 1.172 2.220 -1.583
Cl 1.748 -1.153 0.838
H 0.005 -1.473 -0.724
H -0.626 -0.241 2.046
H -1.307 -1.775 1.490
H -1.765 -0.275 0.672
H 1.951 2.229 -1.014
*
```

The value obtained for the HOMO energy (alpha / beta) is -0.2986 / -0.3276 Ha. The calculation puts the HOMO-LUMO gap (alpha / beta) at 0.27341 / 0.33162 hartree.

=====

[4]
3 unconnected molecules or ions with the total composition C5H8N2, computed with the ωB97M-V functional and the def2-TZVPD basis.

```
! RIJCOSX wB97M-V def2-TZVPD def2/J DEFGRID3
* xyz 0 1
C -0.264 -0.402 2.448
N -0.357 -0.528 1.096
C -1.282 0.118 0.324
C -0.801 0.045 -0.937
C 0.523 -0.534 -0.911
C 1.410 -0.120 -2.176
N 0.776 -0.987 0.300
H 0.308 -1.383 2.840
H -2.581 0.323 2.738
H 0.829 1.765 2.816
H -2.185 0.681 0.657
H -1.232 0.748 -1.626
H 0.747 0.501 -2.806
H 1.913 -0.810 -2.901
H 2.196 0.583 -1.863
*
```

The value obtained for the HOMO energy (alpha / beta) is -0.3425 / -0.3155 Ha. The calculation puts the HOMO-LUMO gap (alpha / beta) at 0.31790 / 0.28531 hartree.

=====

[5]
A molecular structure, C6H16N2O, computed with the ωB97M-V functional and the def2-TZVPD basis.

```
! RIJCOSX wB97M-V def2-TZVPD def2/J DEFGRID3
* xyz 0 1
C -1.243 0.187 -0.922
C 1.351 -0.421 0.313
C 2.216 -0.185 1.568
C -2.472 -0.395 -0.265
C -0.705 -0.632 -2.065
C -1.213 1.643 -1.059
N 0.052 0.192 0.434
N 1.606 -0.757 2.765
O 2.033 0.089 -0.823
H 2.029 1.052 -0.747
H -0.376 -0.122 1.302
H 1.283 -1.505 0.137
H 0.931 -0.119 3.170
H 2.306 -0.949 3.471
H 2.401 0.898 1.643
H 3.177 -0.673 1.395
H -0.609 2.026 -1.880
H -2.769 0.191 0.604
H -3.303 -0.370 -0.975
H -2.308 -1.430 0.034
H 0.247 -0.243 -2.415
H -1.425 -0.594 -2.888
H -0.568 -1.673 -1.772
H -0.465 1.648 -0.043
H -2.175 2.141 -0.982
*
```

The value obtained for the HOMO energy is -0.3105 Ha. The calculation puts the HOMO-LUMO gap at 0.34472 hartree.

=====

[6]
10 unconnected molecules or ions with the total composition C55H54IN12OP, computed with the ωB97M-V functional and the def2-TZVPD basis.

```
! RIJCOSX wB97M-V def2-TZVPD def2/J DEFGRID3
* xyz 0 1
N 5.019 1.379 0.877
P 4.643 2.853 1.286
C 2.865 2.951 1.652
C 2.058 1.962 1.050
C 0.717 1.927 1.283
C 0.089 2.860 2.123
N -1.256 2.747 2.345
C -1.733 3.642 3.163
C -0.958 4.658 3.758
N 0.324 4.782 3.565
C 0.873 3.854 2.727
C 2.274 3.887 2.473
C 3.064 4.994 3.133
C 3.053 6.203 2.211
O 2.085 6.558 1.655
I 4.921 7.240 1.910
H 5.434 1.353 -0.047
H 5.280 3.271 2.467
H 4.942 3.794 0.282
H 2.526 1.225 0.419
H 0.141 1.140 0.830
H -2.789 3.599 3.397
H -1.438 5.363 4.423
H 4.082 4.699 3.350
H 2.590 5.261 4.067
C -3.171 -0.092 -2.383
C -2.112 -0.674 -3.057
C -1.014 -1.082 -2.321
N -0.907 -0.947 -1.000
C -1.937 -0.383 -0.369
C -3.086 0.059 -1.008
H -4.048 0.242 -2.922
H -2.135 -0.805 -4.129
H -0.163 -1.544 -2.809
H -1.824 -0.281 0.705
H -3.889 0.510 -0.441
C -8.673 -1.085 -4.045
C -7.963 -1.284 -5.217
C -6.627 -1.642 -5.123
N -5.979 -1.802 -3.970
C -6.678 -1.603 -2.852
C -8.018 -1.248 -2.835
H -9.719 -0.808 -4.076
H -8.436 -1.169 -6.182
H -6.037 -1.814 -6.018
H -6.126 -1.737 -1.927
H -8.535 -1.103 -1.896
C 4.967 -2.646 0.854
C 5.043 -3.955 1.307
C 5.044 -4.177 2.675
N 4.980 -3.202 3.579
C 4.910 -1.951 3.122
C 4.899 -1.614 1.777
H 4.962 -2.432 -0.208
H 5.099 -4.786 0.617
H 5.098 -5.185 3.074
H 4.862 -1.180 3.885
H 4.838 -0.568 1.463
C 3.415 7.133 8.263
C 2.251 6.636 7.700
C 2.086 6.743 6.328
N 2.984 7.299 5.516
C 4.098 7.772 6.074
C 4.361 7.713 7.434
H 3.583 7.069 9.330
H 1.485 6.176 8.310
H 1.190 6.365 5.844
H 4.810 8.219 5.389
H 5.284 8.112 7.831
C 3.543 -1.554 -4.793
C 2.679 -1.440 -3.716
C 2.366 -0.170 -3.254
N 2.853 0.951 -3.786
C 3.683 0.822 -4.820
C 4.057 -0.399 -5.360
H 3.811 -2.527 -5.183
H 2.256 -2.315 -3.241
H 1.692 -0.033 -2.415
H 4.065 1.750 -5.232
H 4.734 -0.443 -6.202
C -0.736 -3.011 2.091
C -0.597 -4.310 2.550
C -0.623 -4.530 3.920
N -0.770 -3.561 4.822
C -0.899 -2.318 4.362
C -0.890 -1.991 3.015
H -0.722 -2.794 1.029
H -0.472 -5.137 1.864
H -0.520 -5.532 4.323
H -1.013 -1.549 5.119
H -0.998 -0.962 2.700
C 5.330 -3.318 7.765
C 5.980 -3.550 6.563
C 7.301 -3.970 6.612
N 7.984 -4.162 7.741
C 7.340 -3.932 8.883
C 6.021 -3.513 8.952
H 4.298 -2.991 7.777
H 5.478 -3.410 5.602
H 7.851 -4.167 5.697
H 7.918 -4.094 9.787
H 5.548 -3.344 9.911
C -1.262 0.737 -8.634
C -0.349 1.275 -7.743
C -0.777 1.567 -6.456
N -2.022 1.362 -6.029
C -2.887 0.844 -6.898
C -2.561 0.514 -8.205
H -0.967 0.494 -9.647
H 0.675 1.465 -8.036
H -0.094 1.987 -5.726
H -3.893 0.687 -6.522
H -3.306 0.094 -8.868
C -9.940 -5.293 -8.120
C -9.361 -5.280 -6.862
C -9.699 -4.256 -5.991
N -10.551 -3.276 -6.296
C -11.096 -3.306 -7.511
C -10.828 -4.285 -8.455
H -9.702 -6.077 -8.828
H -8.662 -6.047 -6.559
H -9.270 -4.208 -4.996
H -11.785 -2.497 -7.734
H -11.304 -4.257 -9.426
*
```

The value obtained for the HOMO energy is -0.3318 Ha. The calculation puts the HOMO-LUMO gap at 0.30651 hartree.

=====

[7]
A molecular structure, H8O4, computed with the ωB97M-V functional and the def2-TZVPD basis.

```
! RIJCOSX wB97M-V def2-TZVPD def2/J DEFGRID3
* xyz 0 1
H -0.644 1.082 -1.225
H 0.280 2.263 -0.974
H 3.169 -2.119 -0.118
H 2.756 -0.761 -0.661
H 0.597 0.457 0.685
H 0.531 1.973 0.762
H -3.184 -0.909 0.752
H -3.036 -2.047 -0.246
O 0.156 1.334 -0.749
O 2.571 -1.383 0.052
O 0.009 1.181 0.929
O -2.794 -1.124 -0.104
*
```

The value obtained for the HOMO energy is -0.2487 Ha. The calculation puts the HOMO-LUMO gap at 0.27494 hartree.

=====

[8]
2 unconnected molecules or ions with the total composition C4H11N3O2, computed with the ωB97M-V functional and the def2-TZVPD basis.

```
! RIJCOSX wB97M-V def2-TZVPD def2/J DEFGRID3
* xyz 0 1
H -1.001 -0.631 1.456
N -0.184 -0.573 0.806
C 0.496 -1.629 0.793
N 1.896 -1.688 0.749
N -0.028 -2.858 1.176
C -1.199 -3.314 0.624
H 2.304 -2.208 0.041
H 2.295 -0.672 0.780
H 0.382 -3.113 2.041
H -1.464 -4.257 1.194
H -1.080 -3.375 -0.518
H -1.999 -2.621 0.689
C -1.305 1.776 -1.326
C -0.242 2.758 -1.059
O -0.281 3.994 -1.071
O 1.000 2.159 -0.757
H -0.809 0.774 -1.399
H -1.970 2.021 -2.227
H -1.897 1.846 -0.478
H 1.201 1.305 -0.268
*
```

The value obtained for the HOMO energy is -0.3405 Ha. The calculation puts the HOMO-LUMO gap at 0.35590 hartree.

=====

[9]
A molecular structure, CHN2O4, computed with the ωB97M-V functional and the def2-TZVPD basis.

```
! RIJCOSX wB97M-V def2-TZVPD def2/J DEFGRID3
* xyz -1 1
C 1.772 -0.742 0.110
N 0.131 -1.199 1.077
N -0.760 -1.259 0.217
O 1.647 0.448 0.076
O -0.472 -1.606 -0.953
O 2.309 -1.767 -0.133
O -1.918 -1.104 0.581
H -0.130 -0.978 1.997
*
```

The value obtained for the HOMO energy is -0.1809 Ha. The calculation puts the HOMO-LUMO gap at 0.33496 hartree.

=====

[10]
A molecular structure, C32H43AgBrCl3N4P2Si, computed with the ωB97M-V functional and the def2-TZVPD basis.

```
! RIJCOSX wB97M-V def2-TZVPD def2/J DEFGRID3
* xyz -2 1
Ag 0.887 -1.374 -0.083
C 6.638 0.936 0.598
C 5.682 0.224 1.508
C 5.706 0.381 2.886
C 4.776 -0.277 3.675
C 3.872 -1.094 3.019
Br 2.571 -2.039 4.069
N 3.825 -1.280 1.729
C 4.702 -0.611 0.982
H 7.422 1.439 1.168
H 6.097 1.689 0.023
H 7.110 0.239 -0.099
H 6.435 1.042 3.342
H 4.742 -0.160 4.748
H 4.613 -0.748 -0.089
C -3.243 2.123 1.527
P -1.890 1.312 0.559
C -3.032 0.361 -0.589
N -4.008 0.998 -1.171
C -4.795 0.333 -2.063
C -5.835 1.017 -2.728
C -6.609 0.358 -3.642
C -6.374 -1.007 -3.925
C -5.375 -1.686 -3.285
C -4.568 -1.020 -2.335
N -3.601 -1.709 -1.670
C -2.848 -1.073 -0.813
P -1.525 -2.059 0.055
C -2.005 -1.761 1.811
C -2.055 -3.840 -0.191
C -3.481 -4.137 0.276
C -1.078 -4.685 0.639
C -1.862 -4.244 -1.657
C -1.314 2.724 -0.530
C -0.547 2.102 -1.699
C -0.323 3.494 0.353
C -2.387 3.681 -1.043
H -4.029 2.548 0.902
H -2.799 2.906 2.144
H -3.683 1.382 2.199
H -5.983 2.064 -2.494
H -7.404 0.880 -4.159
H -6.993 -1.514 -4.655
H -5.172 -2.732 -3.477
H -3.084 -1.675 1.955
H -1.505 -0.855 2.149
H -1.630 -2.590 2.409
H -3.600 -3.935 1.342
H -3.687 -5.202 0.120
H -4.223 -3.565 -0.279
H -1.116 -4.461 1.705
H -0.049 -4.561 0.307
H -1.340 -5.740 0.512
H -2.560 -3.734 -2.314
H -2.020 -5.325 -1.744
H -0.841 -4.042 -1.983
H -1.218 1.573 -2.385
H 0.219 1.414 -1.321
H -0.046 2.897 -2.262
H 0.451 2.830 0.737
H -0.831 3.988 1.188
H 0.168 4.268 -0.245
H -3.161 3.174 -1.616
H -1.904 4.422 -1.690
H -2.867 4.227 -0.226
C 1.751 1.840 2.975
C 2.573 2.205 1.771
C 3.457 3.257 1.816
C 4.224 3.658 0.712
C 4.075 2.912 -0.463
C 3.230 1.826 -0.568
C 3.163 1.047 -1.851
C 2.348 1.420 0.543
N 1.429 0.514 0.481
H 0.804 2.398 3.022
H 2.296 2.035 3.906
H 1.472 0.787 2.916
H 3.561 3.799 2.758
H 4.915 4.492 0.771
H 4.674 3.178 -1.337
H 4.110 1.107 -2.398
H 2.369 1.393 -2.524
H 2.936 -0.002 -1.644
Cl 4.395 -3.172 -1.298
Si 2.362 -3.369 -0.618
Cl 2.695 -4.779 0.999
Cl 1.746 -4.834 -2.142
*
```

The value obtained for the HOMO energy is 0.0136 Ha. The calculation puts the HOMO-LUMO gap at 0.12038 hartree.

=====

[11]
2 unconnected molecules or ions with the total composition C9H22N2Si, computed with the ωB97M-V functional and the def2-TZVPD basis.

```
! RIJCOSX wB97M-V def2-TZVPD def2/J DEFGRID3
* xyz 0 1
C -0.305 -2.711 -0.521
C 0.737 -1.533 -0.511
C 2.061 -2.152 0.045
Si 0.083 -0.116 0.472
N -0.903 0.023 1.765
N -1.788 -0.800 2.541
C 1.246 1.511 0.308
C 2.049 1.500 -0.992
C 2.111 1.837 1.492
H -0.465 -3.266 0.508
H -1.239 -2.096 -0.619
H -0.151 -3.297 -1.428
H 0.902 -1.273 -1.511
H 2.261 -3.236 -0.295
H 2.102 -2.093 1.148
H 2.951 -1.761 -0.426
H -2.693 -0.358 2.464
H -1.849 -1.683 2.035
H 0.403 2.248 0.047
H 2.468 0.503 -1.303
H 1.436 2.115 -1.757
H 2.907 2.111 -1.079
H 3.142 1.430 1.320
H 1.748 1.521 2.400
H 2.153 2.889 1.447
C -3.062 -0.146 -0.824
C -2.038 0.615 -1.092
C -2.019 2.013 -0.759
H -3.186 -1.195 -0.971
H -3.755 0.153 -0.087
H -1.412 0.353 -1.925
H -1.851 2.611 -1.688
H -2.897 2.095 -0.104
H -1.147 2.191 -0.100
*
```

The value obtained for the HOMO energy (alpha / beta) is -0.2731 / -0.2731 Ha. The calculation puts the HOMO-LUMO gap (alpha / beta) at 0.29448 / 0.29445 hartree.

=====

[12]
A gas-phase ion, C22H30F3N4 (charge +1), computed with the ωB97M-V functional and the def2-TZVPD basis.

```
! RIJCOSX wB97M-V def2-TZVPD def2/J DEFGRID3
* xyz 1 1
C 1.834 -2.832 -0.095
N 1.700 -2.016 1.112
C 2.574 -2.430 2.199
C 0.995 -0.884 1.215
N 0.360 -0.295 0.104
C 1.182 0.558 -0.794
C 1.963 -0.269 -1.776
C 1.296 -0.809 -2.882
C 1.980 -1.640 -3.780
C 3.350 -1.870 -3.599
C 4.022 -1.319 -2.501
C 3.332 -0.512 -1.591
C -1.089 -0.104 0.128
C -1.734 1.301 0.273
C -3.100 1.278 0.589
C -3.854 2.444 0.679
C -3.189 3.663 0.575
C -3.944 4.945 0.819
F -3.280 5.762 1.695
F -4.123 5.665 -0.342
F -5.190 4.736 1.343
C -1.830 3.721 0.277
C -1.102 2.534 0.106
N -1.684 -0.840 -0.921
C -1.448 -2.265 -0.947
C -2.461 -0.243 -1.977
N 0.918 -0.247 2.405
C 0.411 -0.898 3.612
C 0.933 1.213 2.425
H 1.353 -2.365 -0.949
H 2.893 -2.971 -0.345
H 1.376 -3.813 0.075
H 3.252 -1.610 2.488
H 1.989 -2.752 3.067
H 3.174 -3.284 1.861
H 0.518 1.242 -1.338
H 1.866 1.154 -0.168
H 0.230 -0.594 -3.017
H 1.440 -2.084 -4.620
H 3.899 -2.456 -4.335
H 5.092 -1.509 -2.359
H 3.853 -0.091 -0.725
H -1.423 -0.666 1.033
H -3.587 0.308 0.717
H -4.932 2.384 0.812
H -1.329 4.683 0.155
H -0.048 2.629 -0.160
H -1.966 -2.700 -1.808
H -0.375 -2.454 -1.076
H -1.770 -2.767 -0.017
H -2.227 -0.778 -2.914
H -3.555 -0.289 -1.793
H -2.157 0.814 -2.081
H -0.267 -1.725 3.364
H 1.218 -1.260 4.259
H -0.159 -0.165 4.191
H 1.714 1.607 1.761
H -0.035 1.630 2.124
H 1.141 1.537 3.447
*
```

The value obtained for the HOMO energy is -0.4096 Ha. The calculation puts the HOMO-LUMO gap at 0.30203 hartree.